Below is a 11-piece molecular cluster, C34H96N6O11 overall in a non-equilibrium geometry, with properties calculated with ωB97M-V/def2-TZVPD.

Its SMILES is COC[C@H](C)N.COC[C@H](C)N.COC[C@H](C)N.COC[C@H](C)N.COC[C@H](C)N.COC[C@H](C)N.CCO.CCO.CCO.CCO.CCO. The HOMO energy comes out at -8.9128 eV. The value obtained for the LUMO energy is 0.33 eV. As for the energy above the lowest of the compared OMol25 structures with the same formula, charge and spin: 508.47 kJ/mol. For the largest force on an atom, the calculation gives 0.0779 Eh/bohr. Its total energy is -2508.84578 Eh.

```
147
C34H96N6O11 (ωB97M-V/def2-TZVPD)
C 3.7966 3.3716 -2.0764
O 4.1256 4.7144 -2.5172
C 5.4908 5.1794 -2.4331
C 5.7024 6.6284 -2.6708
C 4.9136 7.5704 -1.6855
N 5.3971 7.0627 -3.9742
H 3.9696 3.2555 -1.0065
H 4.3508 2.5679 -2.5611
H 2.7279 3.1643 -2.1319
H 5.8711 4.9390 -1.4403
H 6.0469 4.6263 -3.1900
H 6.7651 6.7710 -2.4744
H 5.3185 7.2703 -0.7190
H 3.8923 7.1899 -1.7060
H 4.9958 8.6275 -1.9380
H 5.9233 6.5169 -4.6415
H 4.4264 7.0630 -4.2529
C 3.6968 -1.9012 4.5070
O 2.5165 -2.3290 5.1709
C 1.8161 -3.5318 4.7069
C 2.7274 -4.7483 5.1038
C 1.9571 -6.1467 4.8314
N 3.1723 -4.6849 6.4723
H 4.1304 -2.7854 4.0397
H 4.3227 -1.4818 5.2947
H 3.6260 -1.0935 3.7785
H 0.8635 -3.7033 5.2081
H 1.5182 -3.4872 3.6594
H 3.6064 -4.6782 4.4629
H 2.6585 -6.9358 4.5605
H 1.4081 -5.9305 3.9149
H 1.1939 -6.3473 5.5834
H 4.0592 -5.1661 6.4270
H 3.3748 -3.7583 6.8194
C -4.0870 -0.7014 -4.7589
O -4.8939 -1.8959 -4.8621
C -5.5402 -2.3987 -3.6975
C -4.5534 -2.4746 -2.4191
C -3.3217 -3.3663 -2.6826
N -5.2923 -2.9458 -1.3029
H -3.8136 -0.3327 -5.7476
H -3.0973 -0.8846 -4.3405
H -4.6463 0.1093 -4.2922
H -6.3823 -1.7747 -3.3979
H -5.9585 -3.3826 -3.9099
H -4.1119 -1.4858 -2.2945
H -3.5932 -4.3878 -2.9488
H -2.5918 -3.3440 -1.8733
H -2.6209 -2.8882 -3.3671
H -5.5109 -3.9243 -1.4250
H -6.1885 -2.4835 -1.3598
C 3.6781 -7.0149 0.1936
O 2.6196 -6.1598 -0.1188
C 1.8748 -5.6638 0.9370
C 0.7186 -4.7303 0.5085
C 1.1028 -3.6390 -0.4840
N -0.0619 -4.2070 1.6606
H 3.3572 -8.0329 0.4146
H 4.2031 -6.6649 1.0824
H 4.3295 -7.1872 -0.6632
H 1.4267 -6.5449 1.3962
H 2.5436 -5.2417 1.6872
H -0.0563 -5.2773 -0.0286
H 1.5167 -2.7937 0.0658
H 0.2206 -3.1211 -0.8603
H 1.9057 -3.8456 -1.1917
H -0.8984 -3.6938 1.4216
H -0.6132 -4.9676 2.0316
C 0.4656 -0.9458 2.3801
O 0.5788 -0.6882 0.9857
C -0.5603 -0.2852 0.2434
C -0.2401 -0.0126 -1.2888
C 0.2524 1.4184 -1.5120
N -1.3749 -0.2260 -2.1258
H 0.2497 -0.1477 3.0904
H 1.4788 -1.2920 2.5842
H -0.2393 -1.7479 2.5987
H -1.3527 -1.0326 0.2044
H -1.1617 0.5221 0.6613
H 0.5847 -0.6759 -1.5494
H 0.4669 1.7360 -2.5324
H 1.1936 1.4887 -0.9667
H -0.4398 2.1332 -1.0669
H -1.9649 0.5911 -2.0599
H -1.8256 -0.9678 -1.6094
C -5.7643 6.2380 -3.9109
O -4.6241 5.6854 -3.3750
C -4.6929 4.2802 -3.3282
C -3.4741 3.5170 -2.7504
C -2.1690 3.7728 -3.6388
N -3.6585 2.1482 -2.4456
H -6.5271 6.1398 -3.1385
H -5.9829 5.7390 -4.8550
H -5.6808 7.3092 -4.0945
H -5.6146 4.0763 -2.7833
H -4.7719 3.9078 -4.3496
H -3.2830 3.8252 -1.7225
H -2.3558 3.4700 -4.6691
H -1.3406 3.2153 -3.2017
H -1.8182 4.8045 -3.6123
H -3.9954 1.6148 -3.2343
H -4.4441 2.1411 -1.8108
C -0.3804 4.8382 1.1388
C -1.4100 4.2469 2.0762
O -0.7257 3.9015 3.3412
H -0.7489 5.1617 0.1653
H 0.3161 4.0328 0.9061
H 0.2410 5.5897 1.6259
H -1.7461 3.2841 1.6914
H -2.2613 4.9269 2.1072
H -1.3851 3.7827 4.0287
C 0.0841 0.2525 5.7437
C 0.0013 1.7588 6.2090
O 1.1996 2.0564 6.8341
H 0.2830 -0.4669 6.5380
H 0.8753 0.0563 5.0201
H -0.8708 -0.0374 5.3053
H -0.7142 1.8158 7.0293
H -0.3161 2.4885 5.4641
H 1.4486 2.9278 6.5173
C 3.3805 1.1003 1.6226
C 3.5052 2.4640 2.3534
O 2.6313 3.4958 1.9103
H 3.2473 1.2995 0.5592
H 2.3940 0.7336 1.9063
H 4.0618 0.3191 1.9597
H 4.5055 2.8572 2.1722
H 3.4955 2.2589 3.4239
H 2.7823 4.3299 2.3608
C -4.1106 -4.1293 3.0874
C -4.1360 -3.0318 2.0528
O -3.1626 -2.9435 1.0820
H -3.0620 -4.3916 3.2273
H -4.7102 -4.8916 2.5900
H -4.6035 -3.7777 3.9938
H -3.9497 -2.1447 2.6582
H -5.1366 -2.8444 1.6631
H -3.6748 -2.9739 0.2707
C 1.1044 -1.5723 -6.1261
C 0.4926 -0.8181 -4.9426
O -0.7779 -1.4174 -4.6789
H 2.1606 -1.3238 -6.2303
H 0.5218 -1.2246 -6.9792
H 0.9529 -2.6492 -6.0520
H 0.3912 0.2109 -5.2877
H 1.0583 -0.8000 -4.0110
H -1.1917 -0.9658 -3.9397
```

Below is an isolated ion of composition C7H6FN5 and charge +2 in a non-equilibrium geometry, with properties calculated with ωB97M-V/def2-TZVPD.

The expectation value of S² is 2.014. As for the total charge: +2. The HOMO energy (spin up / spin down) comes out at -14.5765 / -18.5373 eV. As for the spin multiplicity: 3. The value obtained for the LUMO energy (spin up / spin down) is -9.39 / -12.71 eV. As for the energy above the lowest of the compared OMol25 structures with the same formula, charge and spin: 295.42 kJ/mol. For the largest force on an atom, the calculation gives 0.1075 Eh/bohr. Its total energy is -642.96766 Eh.

```
19
C7H6FN5 (ωB97M-V/def2-TZVPD)
C 1.3085 1.9623 -0.2819
C 0.6622 -0.4207 -2.0781
C -1.0508 -1.7779 -0.9341
C 1.1748 2.4946 2.0166
C 1.6789 2.8660 0.8056
C -0.1843 0.4816 1.4346
C -1.7580 -2.9933 -1.3650
N -0.0396 -1.2890 -1.7547
N -1.2440 -1.3918 0.2661
N 0.7718 1.0077 -0.6850
N -0.6991 -0.4146 0.8786
N 0.2760 1.4348 2.2025
F 2.4207 3.8530 0.5179
H 1.3754 -0.1207 -2.7473
H 1.3805 2.9336 3.0376
H -2.2234 -3.0611 -2.3862
H -0.9702 -3.8503 -1.2068
H -2.6044 -3.2467 -0.7707
H -0.2749 1.5323 3.0503
```